Here is one molecule with the formula C5H6N2 from the Open Molecules 2025 dataset. Energies are from wB97M-V/def2-TZVPD.

Summary:
Structure (SMILES) ... c1cn2c(n1)CC2
HOMO ... -8.596 eV

Each line ends with the Löwdin charge.
Cartesian coordinates (Å):
C 0.45320 0.97524 1.04881  -0.0717
C 0.95687 -0.49277 1.28724  -0.0406
C 0.14560 -0.81054 0.04598  -0.3521
N -0.17547 -1.61028 -0.93641  0.1007
C -0.91413 -0.77480 -1.75903  -0.1588
C -1.00168 0.51376 -1.27546  -0.0619
N -0.32226 0.44317 -0.08336  -0.0428
H 1.23129 1.67859 0.74113  0.1145
H -0.16200 1.41148 1.83991  0.1111
H 2.03745 -0.62331 1.19240  0.1059
H 0.60917 -0.95082 2.21668  0.1044
H -1.35780 -1.15555 -2.67028  0.0912
H -1.50026 1.39583 -1.64760  0.1001

Cartesian forces, eV/Å:
C 0.1 0.2 0.2
C 0.1 -0.1 0.1
C 0.0 0.0 0.0
N 0.0 0.2 0.1
C -0.1 0.0 -0.2
C 0.0 0.0 -0.1
N 0.0 -0.2 -0.1
H -0.1 -0.1 0.1
H 0.1 -0.1 -0.1
H -0.2 0.0 0.0
H 0.0 0.1 -0.1
H 0.1 0.1 0.2
H 0.1 -0.1 0.0

---

Here is a 13-piece molecular cluster, C4H34O13S2 overall in a non-equilibrium geometry from the Open Molecules 2025 dataset. Energies are from wB97M-V/def2-TZVPD.

Summary:
HOMO ... -8.853 eV

Each line ends with the Löwdin charge.
Cartesian coordinates (Å):
C -0.82398 1.45181 0.58154  -0.2398
C -0.91315 2.99199 0.49030  -0.2160
O 0.39438 3.55906 0.43988  -0.1242
C -0.65206 0.96898 2.02443  -0.5331
S -2.21389 0.51768 2.84016  0.4822
S -2.79713 -1.28281 2.21832  0.3888
C -1.78790 -2.56209 3.03863  -0.4646
H -1.70499 0.98872 0.12517  0.0621
H 0.00505 1.06682 -0.05507  0.1027
H -1.34872 3.28095 -0.47679  0.1248
H -1.41451 3.40367 1.40985  0.1337
H 0.96819 3.29447 1.20802  0.0527
H -0.14412 1.75363 2.65067  0.0847
H 0.02172 0.11623 2.05930  0.0368
H -0.69578 -2.46377 2.67698  0.0251
H -1.81360 -2.56960 4.17288  0.0546
H -2.20991 -3.52946 2.71217  0.0257
H -2.53749 0.35440 -3.31802  0.0426
H -2.71388 0.31267 -1.86759  -0.0022
O -2.08708 0.19492 -2.55202  0.0131
H -3.82842 1.22512 -0.00889  0.0318
H -4.32944 -0.09401 -0.31447  0.0187
O -4.02152 0.66432 -0.73400  0.0018
H 2.68502 -2.03184 -0.83455  -0.0167
H 3.92782 -1.35902 -1.39182  0.0149
O 3.52192 -1.64941 -0.55010  -0.0681
H 2.09695 1.43113 -0.55677  -0.0208
H 1.38744 2.73539 -0.68022  0.0120
O 1.87102 2.08124 -1.21300  -0.0584
H 0.25395 -2.48094 -1.49512  0.0446
H 1.16978 -3.66977 -1.00976  0.1087
O 1.08831 -2.70184 -0.96626  -0.0875
H 1.82194 -0.37532 1.14098  0.0722
H 3.06540 -0.19252 0.31324  -0.0061
O 2.45223 0.36593 0.74893  -0.1007
H -1.32458 -1.38276 -2.56465  -0.0166
H -0.26182 -2.00598 -3.45897  0.0807
O -0.83105 -2.17776 -2.65124  -0.0471
H 4.27864 0.16418 -3.13313  0.0867
H 3.28085 -0.93559 -3.40523  -0.0274
O 4.12530 -0.79734 -3.01499  -0.0434
H 1.01347 -2.18808 0.64218  0.0399
H 1.86184 -2.34278 1.88125  0.0558
O 1.13439 -1.84451 1.57311  -0.0579
H -0.43074 0.82446 -2.80439  -0.0313
H 0.95420 1.41253 -2.46977  0.0184
O 0.42052 0.94711 -3.15336  -0.0404
H 1.19700 -0.45238 -3.51480  0.0368
H 1.63540 -1.74483 -2.69634  0.0242
O 1.58666 -1.38654 -3.60566  -0.1000
H 2.21865 1.63992 1.80180  0.0441
H 2.81569 2.96270 2.42498  0.0442
O 2.01214 2.49352 2.31517  -0.0627

Cartesian forces, eV/Å:
C 0.0 -0.1 -0.3
C 0.8 -0.5 0.4
O 0.4 0.4 0.3
C 0.6 0.2 -0.1
S 0.3 1.0 0.9
S -0.1 -1.0 -0.5
C 1.6 -0.1 0.6
H 0.0 0.1 0.3
H -0.4 0.5 0.5
H -0.4 0.1 0.6
H -0.2 -0.3 -1.1
H -0.7 0.0 -0.2
H -0.8 -0.7 -0.4
H -0.2 -0.1 0.2
H -1.8 -0.3 0.6
H -0.1 0.4 -1.4
H 0.2 0.5 -0.1
H -1.8 0.7 -3.4
H -1.4 0.4 1.7
O 2.8 -0.9 1.5
H 0.4 1.2 1.1
H -1.0 -2.4 1.0
O 0.4 1.1 -1.9
H -0.1 -0.1 0.1
H 0.1 0.1 0.0
O 0.6 0.0 0.1
H 0.4 -0.9 0.6
H -0.3 0.5 -0.1
O 0.1 0.7 -1.1
H 0.1 -0.1 0.0
H 0.0 0.4 0.0
O -0.7 -0.7 -0.2
H 1.3 1.6 -0.8
H 1.7 -1.3 -1.1
O -3.0 -0.4 2.3
H -1.1 1.5 0.3
H -0.5 -0.4 1.2
O 1.5 -1.5 -1.3
H 0.0 -0.8 0.2
H -1.7 -0.5 -0.9
O 2.1 1.5 0.4
H -0.1 0.3 0.6
H 1.4 -0.8 0.8
O -1.3 0.5 -1.2
H -2.0 -0.2 0.9
H 0.1 0.1 0.1
O 2.2 0.3 -1.1
H 0.1 -0.7 0.2
H -0.1 0.3 -0.6
O -0.1 0.4 0.2
H 0.2 1.2 0.6
H 1.3 0.5 0.1
O -1.1 -1.6 -0.6

---

Here is one molecule with the formula C7H11N in a non-equilibrium geometry from the Open Molecules 2025 dataset. Energies are from wB97M-V/def2-TZVPD.

Summary:
Structure (SMILES) ... [H]/N=C(/CC)C(C)=C=C
HOMO ... -9.252 eV

Each line ends with the Löwdin charge.
Cartesian coordinates (Å):
C 1.32699 -0.79664 -0.60543  -0.2019
C -1.17233 2.10243 0.33939  -0.0488
C 1.48727 -1.60027 0.68269  -0.0988
C 0.84232 0.64409 -0.29805  -0.3643
C -0.59726 0.76178 -0.02943  -0.2428
C -2.14110 -1.30804 -0.38211  0.0341
N 1.69761 1.56788 -0.32220  0.1571
C -1.34728 -0.29879 -0.21916  -0.0648
H 1.33913 2.50959 -0.18137  0.0459
H 2.29649 -0.67700 -1.08867  0.1017
H 0.67179 -1.31903 -1.30408  0.1009
H -0.60523 2.56389 1.14851  0.0792
H -2.20079 2.00119 0.67907  0.0804
H -1.15492 2.77260 -0.52099  0.0865
H 0.52772 -1.72537 1.18031  0.0619
H 2.16463 -1.08867 1.36296  0.0762
H 1.89654 -2.58482 0.46528  0.0695
H -2.23839 -2.11337 0.32975  0.0641
H -2.79319 -1.41146 -1.23647  0.0638

Cartesian forces, eV/Å:
C 0.4 0.9 0.3
C -0.1 -0.1 0.5
C 0.0 0.0 -0.2
C 0.2 -1.6 -0.9
C -0.4 0.1 -0.2
C -0.4 -0.3 0.0
N 0.6 0.5 -0.1
C -0.3 0.5 0.3
H -0.3 -0.1 0.2
H 0.0 0.0 0.0
H -0.1 0.2 0.1
H 0.1 0.0 0.0
H 0.0 0.0 -0.1
H 0.0 0.0 0.0
H 0.0 -0.1 0.1
H 0.1 0.0 0.1
H 0.0 -0.1 0.1
H 0.0 0.1 0.4
H 0.3 0.0 -0.4

---

Here is C43H32BrN2O4PtS2Te as an isolated structure in a non-equilibrium geometry from the Open Molecules 2025 dataset. Energies are from wB97M-V/def2-TZVPD.

Summary:
HOMO (spin up / spin down) ... -2.046 / -4.432 eV
2S+1 ... 3
Total charge ... -1

Each line ends with the Löwdin charge.
Cartesian coordinates (Å):
Pt -1.40070 4.86019 21.56484  1.2364
S -1.53474 4.57965 25.05618  0.5262
C -2.13802 3.43698 23.90579  -1.0456
N -2.07261 3.35244 22.54211  -0.2358
C -2.63841 2.16610 22.02551  -0.2693
C -2.69112 1.77410 20.67053  -0.0513
C -3.34376 0.60443 20.30074  -0.0961
C -3.90586 -0.18592 21.29990  -0.1266
C -3.83600 0.20050 22.62393  -0.1068
C -3.08269 1.30801 23.02695  -0.5168
S -2.77949 1.88927 24.61148  0.9978
H -2.11755 2.36625 20.02313  -0.0346
H -3.30059 0.19395 19.28346  0.1015
H -4.53394 -1.03425 21.11140  0.0871
H -4.41987 -0.34327 23.41564  0.1184
C -4.48307 9.77218 25.30371  -0.0802
C -4.11315 8.51652 24.54512  -0.2769
C -4.95501 7.40242 24.41861  -0.0016
C -4.74936 6.50225 23.36516  -0.0931
C -5.84580 5.46478 23.11670  -0.2435
O -6.35965 4.83800 24.09407  0.0303
C -6.52739 5.26752 21.84815  -0.1644
C -6.41852 6.15402 20.77354  -0.0137
C -7.40792 6.18047 19.79108  -0.0847
C -8.29440 5.04893 19.66942  -0.0751
C -8.19109 4.00568 20.64682  -0.0877
C -7.42764 4.20411 21.78126  -0.0288
C -3.48052 6.46458 22.74312  -0.3374
O -3.30891 5.49031 21.90762  -0.2136
C -2.47549 7.50747 22.93717  -0.0813
C -2.86874 8.50400 23.85220  -0.0249
C -1.41399 7.79327 21.91621  -0.2473
N -1.03646 6.85647 21.12365  -0.1678
C -0.23011 7.27474 19.99699  -0.3218
C 0.15283 6.21006 19.00238  -0.3579
Te -1.30155 4.51141 18.76421  1.5163
C -2.80740 5.48654 17.78827  -0.5299
C -2.87356 6.93654 17.67857  -0.0895
C -4.02647 7.49367 17.16726  -0.1032
C -5.19303 6.78016 16.96226  -0.1073
C -5.16884 5.38178 17.04505  -0.0869
C -3.98452 4.75030 17.45335  -0.1420
C -0.95273 9.21809 21.86484  -0.1996
C 0.43106 9.55062 21.99224  -0.0633
C 0.88442 10.76319 21.56608  -0.1031
C -0.04455 11.75083 21.18652  -0.1172
C -1.34687 11.54041 21.52425  -0.1115
C -1.81754 10.24622 21.66692  -0.0591
H -5.56299 9.77330 25.54369  0.0686
H -4.25491 10.71234 24.74693  0.0753
H -3.89138 9.80051 26.26019  0.0823
H -5.96013 7.34249 24.90881  0.1269
H -5.55722 6.79935 20.77404  0.1146
H -7.52057 7.06697 19.15816  0.0935
H -9.06335 5.09037 18.89140  0.0883
H -8.71551 3.05445 20.41456  0.1018
H -7.41068 3.55425 22.68504  0.1299
H -2.23540 9.22527 24.26336  0.0989
H 0.68853 7.80210 20.32287  0.1079
H -0.88585 8.09777 19.47269  0.1351
H 1.00003 5.61185 19.33315  0.0225
H 0.23522 6.58023 17.96285  0.0584
H -2.04810 7.52839 17.97466  0.0586
H -4.17021 8.57139 17.08436  0.1069
H -6.12190 7.28124 16.69088  0.1019
H -6.08174 4.79261 16.81834  0.1130
H -3.97678 3.67916 17.60429  0.0849
H 1.08850 8.79122 22.42832  0.1229
H 1.93794 11.01082 21.56027  0.0946
H 0.22606 12.72323 20.77094  0.0941
H -1.99515 12.38662 21.67689  0.0967
H -2.87210 10.08836 21.61773  0.1183
Br 3.43719 3.35135 24.67339  0.7534
C 3.59871 3.33850 22.76387  -0.5906
C 4.84902 3.01460 22.27663  -0.1688
C 5.03805 2.75433 20.94682  -0.1200
C 4.04641 2.92940 20.00286  -0.0801
C 2.77486 3.22834 20.47873  -0.0282
C 2.50546 3.38848 21.86836  -0.1064
C 1.00110 3.58709 22.20071  -0.5784
O 0.46785 3.25038 23.23502  -0.0032
O 0.41078 4.07267 21.15538  -0.3184
H 5.71382 2.74725 22.94206  0.1135
H 5.99021 2.39604 20.61176  0.0950
H 4.30856 2.70914 18.97190  0.1017
H 1.88488 2.99684 19.87095  0.1174

Cartesian forces, eV/Å:
Pt -1.6 3.3 0.1
S -0.9 -0.8 -2.1
C 0.7 -0.4 0.7
N -1.3 -3.1 1.9
C 0.8 0.4 0.4
C -0.4 -0.4 1.4
C 0.8 -0.4 0.0
C -0.7 0.5 0.5
C -0.3 -0.5 1.6
C -1.2 -0.7 -0.9
S 0.1 1.3 -0.6
H 0.3 0.5 -1.1
H -0.1 0.6 0.3
H 0.0 -0.4 -0.5
H 0.8 0.3 -0.9
C 0.3 -0.1 1.0
C 0.5 -0.9 -0.7
C -1.5 1.4 -0.6
C 0.5 -0.9 0.7
C 0.1 -0.9 3.8
O 1.7 1.9 -2.0
C -0.5 -0.1 -1.7
C -0.3 -0.2 0.4
C -0.9 -1.5 -0.1
C 1.3 1.2 1.3
C -0.8 0.3 -1.7
C 0.4 -0.6 0.5
C -0.3 1.2 0.1
O 1.2 -1.1 -1.5
C -1.2 0.9 -0.9
C -1.8 -1.5 0.9
C -2.9 2.4 4.5
N 2.7 -3.2 -3.4
C -1.5 1.7 -0.8
C -0.9 -1.0 -0.7
Te 1.3 0.8 0.8
C -2.4 2.2 -0.4
C -0.4 -3.0 -0.5
C -0.8 1.2 0.7
C -0.1 -1.4 -0.6
C 0.1 0.1 0.1
C 0.6 0.7 0.2
C 1.5 -1.9 0.1
C -0.5 -1.3 0.2
C 0.1 1.0 -0.7
C 1.3 0.5 0.7
C -0.9 0.0 -0.5
C -0.7 1.0 0.4
H 0.5 0.0 0.0
H -0.1 -0.8 0.2
H -0.7 0.2 -0.6
H 1.1 0.3 -0.2
H -0.1 0.7 0.0
H 0.2 -0.6 -0.1
H 0.4 -0.4 0.3
H 0.1 0.8 0.7
H -0.3 0.3 -1.1
H 1.4 1.3 -0.4
H -0.2 -0.3 -0.2
H 1.4 -1.1 0.6
H 0.2 0.2 -0.2
H 0.3 -0.1 0.7
H 0.6 0.5 0.1
H 0.6 -0.1 0.0
H 0.3 0.0 0.0
H 0.8 0.4 0.3
H 0.0 -0.1 -0.1
H -0.1 0.3 -0.4
H 0.1 -0.1 -0.1
H 0.3 -0.2 0.5
H -0.5 0.1 -0.7
H -0.6 -0.3 0.3
Br -0.2 0.3 -0.5
C -1.1 -0.4 -0.1
C 1.3 -0.9 1.0
C 0.4 0.5 -0.8
C -0.3 -0.2 0.5
C -0.6 -1.2 0.4
C 0.2 0.3 -0.3
C 1.3 -1.1 0.6
O 1.3 0.1 -0.4
O -0.3 0.8 -0.1
H -1.2 0.7 -0.4
H 0.5 0.0 0.0
H -0.5 0.1 0.0
H 0.6 0.9 0.0

---

Result set for energy relative to the best compared isomer or geometry (same formula, charge and spin): 31.5 0.0 48.8 62.5 kcal/mol, one per record in the order listed.